The following is a quantum chemistry calculation of a structure of composition C32H25P2S2Ta in a non-equilibrium geometry, from the Open Molecules 2025 dataset.

Structure (XYZ):
```
62
Properties=species:S:1:pos:R:3:forces:R:3
Ta 0.9568 -1.5477 1.7061 1.51 2.70 3.10
S -0.7952 -3.0533 1.2948 -2.10 -1.10 -0.87
P -1.2627 -1.4672 -0.0425 1.42 2.01 1.62
C 0.1285 -0.4097 0.0565 0.20 -0.58 -1.36
P 1.6664 -0.3375 -0.7829 -0.15 -0.16 1.83
S 2.9781 -1.5325 0.3836 0.52 0.54 -0.35
C 2.2603 1.3556 -0.7603 0.18 1.36 -0.06
C 1.6332 2.2590 -1.6575 0.55 0.68 1.58
C 1.8483 3.6456 -1.5080 0.84 -0.67 -0.46
C 2.8302 4.1664 -0.6104 -1.10 -1.59 -0.20
C 3.4681 3.2478 0.2323 0.51 -0.32 -0.65
C 3.2089 1.8602 0.1461 -0.55 0.64 -0.53
C 2.0570 -0.8986 -2.4204 0.30 -1.56 -1.33
C 3.0655 -0.3843 -3.2599 -0.09 -0.05 0.06
C 3.3599 -1.0412 -4.4689 -0.04 0.63 -0.69
C 2.6710 -2.1590 -4.8857 -1.54 -0.66 1.39
C 1.7900 -2.7817 -3.9647 0.17 0.11 0.31
C 1.5264 -2.1777 -2.7400 0.28 0.40 -0.12
C -1.9530 -1.7888 -1.6332 -0.27 -0.31 -1.60
C -2.2916 -0.7410 -2.5145 0.19 1.94 0.69
C -2.6960 -0.9767 -3.8180 0.30 0.16 -0.57
C -2.8100 -2.2808 -4.3204 -0.29 0.74 0.69
C -2.6294 -3.2875 -3.3916 -0.09 -1.06 -0.23
C -2.1606 -3.0719 -2.1021 0.64 -0.30 0.43
C -2.6011 -0.5826 0.8001 -0.82 -0.46 -0.26
C -2.3778 0.4915 1.6487 0.51 0.10 0.58
C -3.4281 1.0942 2.3337 -0.49 -0.03 -0.45
C -4.7619 0.6934 2.1366 0.88 -0.54 -0.69
C -4.9761 -0.3928 1.2874 0.17 -0.20 -1.01
C -3.9120 -1.0282 0.6094 -0.56 0.32 0.64
H 0.9449 1.8892 -2.4046 -0.14 0.07 -0.02
H 1.3211 4.2491 -2.2425 0.19 0.36 0.35
H 3.0708 5.2214 -0.5662 -0.14 -0.07 -0.04
H 4.3017 3.5716 0.8692 -0.57 -0.07 -0.12
H 3.7814 1.1810 0.7517 -0.06 -0.18 0.31
H 3.6668 0.4990 -3.0011 -0.59 -0.32 -0.01
H 4.0597 -0.6247 -5.2037 -0.10 0.11 0.65
H 2.6834 -2.5584 -5.8831 0.64 -0.07 -0.24
H 1.3369 -3.7649 -4.1418 0.21 0.50 -0.24
H 0.9775 -2.7119 -1.9552 -0.12 0.22 -0.49
H -2.2309 0.3544 -2.1976 0.05 -1.72 -0.21
H -2.8745 -0.1214 -4.4832 0.04 -0.38 0.39
H -3.0813 -2.4383 -5.3697 0.03 -0.17 0.57
H -2.8614 -4.3154 -3.6199 0.19 -0.18 -0.44
H -1.8361 -3.9163 -1.4723 -0.54 0.32 -0.34
H -1.3499 0.8357 1.8272 -0.45 -0.14 -0.14
H -3.1895 1.9333 2.9592 -0.04 0.22 0.29
H -5.6121 1.2288 2.5396 0.18 -0.03 0.26
H -5.9780 -0.7114 0.9832 0.22 0.14 0.51
H -4.1545 -1.8675 -0.0522 0.21 0.35 0.20
C 1.0092 -0.5831 3.3709 -0.48 -2.98 -4.19
C 0.8526 0.3200 4.4135 0.92 1.17 2.21
C 0.6805 1.6979 4.1308 -0.06 -0.91 -0.71
C 0.6169 2.6592 5.1105 -0.12 -0.47 0.82
C 0.7049 2.2143 6.4562 0.27 0.39 -1.04
C 1.0165 0.8878 6.7611 -0.42 0.94 -0.10
C 1.0964 -0.0568 5.7684 -0.15 -0.80 -0.95
H 0.6261 1.8928 3.0579 -0.02 0.46 0.28
H 0.5220 3.7032 4.7943 -0.12 -0.31 0.53
H 0.5796 2.8949 7.2721 0.08 0.47 0.26
H 1.1853 0.6821 7.8029 0.00 -0.44 0.21
H 1.3413 -1.1183 5.9699 -0.18 0.82 -0.05
```
Forces are in eV/Å.

Values from the calculation:
E = -2770.3962 Ha
HOMO energy (spin up / spin down) = -5.9 / -5.9 eV
Total charge = 0